Record 1
A cluster of 6 separate species, C14H28Cl10O2S in total. Source: OMol25; level of theory: wB97M-V/def2-TZVPD.

Last column: natural (NBO) charge in e.
Cartesian coordinates (Å):
O: -0.9396 -1.6157 -1.9415  -0.9658
S: -1.3071 -1.6528 -3.3369  2.1718
O: -1.3550 -2.9266 -4.0060  -0.9384
C: -2.8251 -0.7361 -3.6013  -0.6679
C: -2.5518 0.1283 -4.8267  -0.4054
C: -1.1358 0.6469 -4.6080  -0.4081
C: -0.2777 -0.5513 -4.3056  -0.6774
H: -2.8996 -0.1184 -2.7000  0.2400
H: -3.6712 -1.4175 -3.5985  0.2626
H: -2.5979 -0.4750 -5.7336  0.2191
H: -3.2848 0.9326 -4.8625  0.2308
H: -1.1202 1.3314 -3.7573  0.2121
H: -0.7877 1.1945 -5.4834  0.2313
H: 0.6201 -0.2990 -3.7405  0.2460
H: 0.0381 -1.1338 -5.1692  0.2537
Cl: -1.4947 6.2854 0.6658  -0.0382
C: 0.2188 6.0368 0.3161  -0.3989
C: 0.4556 5.5184 -1.0864  -0.3827
Cl: -0.3408 3.9585 -1.4002  -0.0691
H: 0.6507 5.3851 1.0728  0.2224
H: 0.7400 6.9926 0.3944  0.2246
H: 1.5230 5.3693 -1.2314  0.2237
H: 0.0859 6.2524 -1.7981  0.2226
Cl: 0.0530 0.0930 1.6365  -0.0699
C: 0.6723 0.1649 -0.0281  -0.3767
C: 1.8575 1.0716 -0.1754  -0.3919
Cl: 3.1124 0.7101 1.0223  -0.0548
H: -0.1400 0.5130 -0.6563  0.2341
H: 0.9870 -0.8456 -0.2661  0.2196
H: 1.5743 2.1159 -0.0733  0.2208
H: 2.2915 0.9144 -1.1608  0.2199
Cl: 2.7183 -4.9933 -1.5810  -0.0816
C: 1.4019 -3.7740 -1.4346  -0.3737
C: 0.7875 -3.8086 -0.0672  -0.3909
Cl: -0.0509 -5.3628 0.2314  -0.0706
H: 0.7076 -4.0108 -2.2325  0.2373
H: 1.8862 -2.8122 -1.5935  0.2118
H: 0.0527 -3.0251 0.0811  0.2379
H: 1.5776 -3.7583 0.6774  0.2258
Cl: -3.2549 -0.1760 2.4753  -0.0622
C: -2.1306 -0.8731 3.6741  -0.3863
C: -2.0817 0.0055 4.8939  -0.3833
Cl: -1.0231 -0.7419 6.1195  -0.0601
H: -1.1543 -1.0080 3.2136  0.2240
H: -2.5165 -1.8547 3.9404  0.2233
H: -3.0726 0.0817 5.3361  0.2213
H: -1.7337 1.0114 4.6748  0.2229
Cl: 2.4591 -2.6055 2.9795  -0.0700
C: 2.0237 -1.6825 4.4387  -0.3782
C: 2.9281 -0.4926 4.5940  -0.4011
Cl: 2.5802 0.3135 6.1239  -0.0471
H: 2.0054 -2.3366 5.3055  0.2242
H: 1.0042 -1.3357 4.2762  0.2185
H: 2.7605 0.1891 3.7621  0.2293
H: 3.9744 -0.7923 4.5505  0.2189

Cartesian forces, eV/Å:
0.023 0.122 0.056
-0.045 -0.342 -0.155
-0.076 -0.054 -0.012
0.089 0.084 0.694
-0.340 -0.195 0.424
-0.178 0.500 -0.458
0.855 -0.211 0.243
-0.093 0.064 -0.143
0.051 -0.103 -0.312
-0.112 0.073 -0.077
0.027 -0.008 -0.243
-0.026 0.059 -0.015
0.130 0.003 0.056
-0.089 -0.101 0.121
-0.193 0.099 -0.177
-0.116 0.078 0.069
0.547 -0.047 -0.060
0.022 0.279 0.244
-0.037 -0.089 -0.036
-0.209 -0.158 -0.025
-0.182 0.053 0.014
0.019 0.017 -0.056
-0.047 -0.186 -0.159
0.128 0.335 -0.174
0.317 -0.224 0.197
-0.063 0.397 0.009
0.358 0.013 -0.027
-0.049 -0.220 -0.133
-0.330 -0.094 -0.186
0.065 0.021 0.077
0.032 0.056 -0.043
-0.001 0.085 0.039
0.321 -0.217 -0.209
0.157 -0.525 0.239
-0.105 0.053 -0.012
-0.176 0.202 0.023
-0.154 0.069 -0.095
0.007 0.141 -0.116
-0.133 0.179 0.068
0.043 0.011 0.034
-0.102 -0.448 0.087
-0.404 0.168 0.138
0.029 0.057 0.026
-0.266 0.036 0.099
-0.021 0.009 -0.024
0.021 0.012 0.013
0.206 -0.059 -0.017
0.195 -0.113 0.041
-0.817 0.119 -0.074
0.430 -0.259 -0.698
0.034 0.239 0.238
0.278 -0.103 -0.054
0.063 -0.065 0.068
-0.077 0.156 0.179
-0.007 0.030 0.291

Output
* max |F|: 0.91 eV/Å
* molecular weight: 615.0 g mol⁻¹
* orbital gap: 10.39 eV
* total charge: 0

Record 2
An isolated molecule of C7H14N2O5 at a distorted geometry. Source: OMol25; level of theory: wB97M-V/def2-TZVPD.

Last column: natural (NBO) charge in e.
Cartesian coordinates (Å):
C: 3.7697 0.5312 -0.4701  -0.6472
C: 2.4885 1.0083 0.1270  0.1026
O: 2.0282 2.3088 -0.3741  -0.7291
C: 1.3078 0.0144 -0.2466  -0.1600
N: 0.0558 0.6165 0.2167  -0.5992
C: -1.1281 -0.0522 0.0189  0.6742
O: -1.1191 -1.2468 -0.3450  -0.6600
C: -2.4147 0.6227 0.3981  -0.1849
N: -2.4322 2.0977 0.5391  -0.8308
C: -3.5209 0.1553 -0.5438  -0.0493
O: -3.8756 -1.1824 -0.3969  -0.7159
C: 1.4728 -1.3777 0.3294  0.7950
O: 1.1483 -1.6732 1.4602  -0.5883
O: 1.9920 -2.2887 -0.5096  -0.6744
H: 3.6351 0.1098 -1.5106  0.2263
H: 4.4268 1.3982 -0.5702  0.2228
H: 4.2507 -0.2157 0.1802  0.2293
H: 2.4973 1.0221 1.1976  0.1843
H: 2.5534 2.9454 0.0682  0.4723
H: 1.2626 -0.1366 -1.3301  0.2205
H: -0.0159 1.5938 0.2821  0.4153
H: -2.6869 0.1926 1.3879  0.2326
H: -1.8677 2.3861 1.3471  0.3689
H: -2.1433 2.5556 -0.3171  0.3616
H: -3.1610 0.3983 -1.5625  0.1447
H: -4.4408 0.7529 -0.3603  0.1940
H: -3.0526 -1.6647 -0.4653  0.4928
H: 2.1353 -3.0911 0.0093  0.5018

Cartesian forces, eV/Å:
0.669 -0.107 -1.071
-2.456 -0.677 -1.234
-0.112 -2.113 -0.219
-0.068 1.021 -0.295
-0.794 -1.964 -0.481
1.481 -1.702 0.103
-0.102 1.651 0.118
-0.874 0.474 1.116
0.410 -0.944 0.354
-0.614 1.167 -0.506
-0.335 0.019 0.057
-0.668 -0.628 1.768
0.579 0.414 -0.680
0.296 0.683 -0.357
0.072 0.387 1.178
0.235 -0.188 0.075
-0.149 0.203 -0.328
0.254 0.213 0.777
0.788 1.170 0.579
0.159 0.311 -0.052
0.363 1.260 0.069
0.272 0.277 -0.396
-0.310 0.034 -0.714
0.131 0.131 0.172
-0.322 -0.213 -0.017
0.713 -0.254 -0.037
0.549 -0.523 -0.051
-0.166 -0.100 0.070

Output
* max |F|: 2.83 eV/Å
* molecular weight: 206.2 g mol⁻¹
* orbital gap: 9.83 eV
* total charge: 0

Record 3
An isolated molecule of C4H10N2O at a distorted geometry. Source: OMol25; level of theory: wB97M-V/def2-TZVPD.

Last column: natural (NBO) charge in e.
Cartesian coordinates (Å):
C: 0.7269 -1.4759 0.9268  -0.4345
N: 0.6976 -0.0586 0.6324  -0.4462
C: 0.9262 0.8375 1.6379  0.5454
O: 0.9225 0.5645 2.8152  -0.6099
C: 0.5767 0.3788 -0.7378  -0.2191
C: -0.8035 -0.0266 -1.3461  -0.2264
N: -1.8027 0.9480 -0.9442  -0.8718
H: 1.7383 -1.8436 0.7146  0.1933
H: 0.0376 -2.1565 0.4296  0.2007
H: 0.5413 -1.5949 1.9925  0.2434
H: 1.1119 1.8235 1.1722  0.1085
H: 0.6122 1.4686 -0.7412  0.2146
H: 1.3836 0.0862 -1.4167  0.1830
H: -0.7589 -0.0239 -2.4299  0.1972
H: -1.0157 -0.9732 -0.8583  0.1871
H: -2.4249 1.3791 -1.6166  0.3697
H: -2.4689 0.6671 -0.2306  0.3649

Cartesian forces, eV/Å:
0.808 -0.337 0.740
-0.251 -0.377 -0.419
-0.319 -0.386 -0.750
0.257 0.310 0.086
-0.555 0.561 -0.794
0.356 1.056 1.003
-1.323 0.743 0.827
-0.083 -0.159 0.063
-0.276 0.598 -0.407
0.122 0.036 0.027
-0.096 0.193 0.605
-0.067 0.033 0.054
0.224 -0.589 0.354
0.145 -0.574 -0.088
-0.307 -0.451 -0.806
0.718 -0.287 -0.645
0.646 -0.369 0.150

Output
* max |F|: 1.73 eV/Å
* molecular weight: 102.1 g mol⁻¹
* orbital gap: 9.84 eV
* total charge: 0

Record 4
A structure of composition C21H20Cl5GaN2O3. Source: OMol25; level of theory: wB97M-V/def2-TZVPD.

Last column: natural (NBO) charge in e.
Cartesian coordinates (Å):
Ga: 0.5683 0.3685 1.5095  1.8704
Cl: 5.9623 4.5665 2.3877  0.1250
C: 4.4380 3.8593 2.0919  -0.0964
C: 4.2258 2.5212 2.4057  -0.0633
Cl: 5.4533 1.5441 3.0855  0.1102
C: 2.9735 1.9845 2.1491  -0.1442
Cl: 2.6722 0.2790 2.5284  0.1279
C: 1.9200 2.7022 1.5992  0.3313
O: 0.7078 2.1485 1.3900  -0.8432
C: 2.1490 4.0391 1.2839  -0.1317
Cl: 0.8660 4.9374 0.5959  0.1033
C: 3.3964 4.6131 1.5312  -0.0440
Cl: 3.6552 6.2502 1.1423  0.1345
N: -1.0381 -0.0783 2.3875  -0.7164
C: -2.1363 -0.2115 2.7561  0.7615
N: -3.3339 -0.3551 3.1590  -0.4162
C: -4.2745 -1.3049 2.4947  -0.2296
C: -5.4460 -0.4982 1.9595  -0.0876
O: -6.0438 0.2432 2.9973  -0.4889
C: -5.1646 1.2066 3.5345  -0.0888
C: -3.9629 0.5334 4.1769  -0.2311
H: -4.6089 -2.0017 3.2630  0.2385
H: -3.7480 -1.8497 1.7136  0.2282
H: -6.2032 -1.1709 1.5615  0.2354
H: -5.1085 0.1699 1.1557  0.1757
H: -5.7157 1.7600 4.2922  0.2375
H: -4.8363 1.9050 2.7543  0.1797
H: -4.2720 -0.1083 5.0015  0.2379
H: -3.2293 1.2551 4.5308  0.2354
C: 1.2516 -1.9816 -6.2562  -0.6633
C: 1.2639 -1.8676 -4.7706  0.1929
C: 0.3379 -1.0380 -4.1195  -0.2536
C: 0.3325 -0.8840 -2.7586  0.1280
C: -0.6833 0.0319 -2.1408  -0.6422
C: 1.3139 -1.6046 -1.9880  -0.1817
C: 1.4257 -1.5108 -0.6112  0.4300
O: 0.6357 -0.8586 0.1729  -0.8247
C: 2.2646 -2.4638 -2.6491  0.1408
C: 3.3083 -3.2495 -1.9024  -0.6649
C: 2.2122 -2.5664 -4.0164  -0.2580
H: 0.2533 -1.8304 -6.6621  0.2453
H: 1.6422 -2.9411 -6.5889  0.2472
H: 1.8965 -1.2032 -6.6759  0.2657
H: -0.3924 -0.5057 -4.7159  0.2349
H: -1.3251 0.4489 -2.9128  0.2425
H: -0.2021 0.8635 -1.6206  0.2288
H: -1.3053 -0.4991 -1.4194  0.2281
H: 2.2250 -2.0647 -0.1209  0.1868
H: 4.0239 -2.5928 -1.4040  0.2380
H: 3.8687 -3.8706 -2.5959  0.2532
H: 2.8693 -3.9105 -1.1546  0.2368
H: 2.9170 -3.2096 -4.5274  0.2386

Cartesian forces, eV/Å:
-0.240 0.040 0.112
0.004 0.001 0.004
-0.007 0.012 -0.003
0.029 -0.059 0.019
-0.005 0.018 -0.006
-0.015 0.087 -0.039
0.038 -0.064 0.144
-0.054 -0.096 0.034
0.134 -0.068 -0.181
0.013 0.056 0.003
0.005 -0.005 0.006
-0.015 -0.015 -0.002
0.004 0.014 -0.002
0.151 -0.163 0.040
-0.080 0.170 0.002
0.037 -0.105 -0.086
-0.021 -0.032 0.072
0.008 0.034 -0.020
0.008 -0.013 0.009
-0.013 -0.004 0.002
0.018 0.052 0.050
0.015 -0.022 -0.011
0.012 0.029 -0.011
0.000 -0.007 0.005
-0.011 -0.013 -0.005
0.001 0.011 -0.008
-0.002 0.004 0.003
0.010 0.006 0.010
0.015 -0.008 -0.018
0.004 0.005 0.003
-0.021 0.019 -0.003
0.016 -0.010 -0.038
-0.023 0.032 0.043
0.017 -0.032 0.010
-0.002 -0.002 0.000
0.106 -0.066 0.107
-0.172 0.162 -0.237
0.015 0.001 -0.002
-0.005 0.017 -0.005
0.012 -0.030 0.007
-0.001 -0.003 0.000
-0.003 -0.004 0.003
0.000 0.004 0.005
0.000 -0.001 0.000
0.000 -0.004 0.000
0.006 0.000 0.001
-0.005 0.008 -0.005
0.027 0.053 -0.007
-0.002 -0.003 0.006
0.002 0.005 -0.005
-0.005 -0.007 -0.003
-0.003 -0.002 -0.004

Output
* max |F|: 0.33 eV/Å
* molecular weight: 595.4 g mol⁻¹
* orbital gap: 6.86 eV
* total charge: +2